Record 1
C55H44N6O2PSe3TeTi as an isolated structure in a non-equilibrium geometry, computed with wB97M-V/def2-TZVPD.

Cartesian coordinates (Å):
Ti -0.506 -0.770 0.098
C 3.331 0.524 3.623
N 2.532 -0.418 2.902
C 1.679 -0.119 1.888
N 1.067 -1.221 1.465
C 1.526 -2.261 2.238
C 2.431 -1.764 3.152
C 3.211 -2.382 4.221
C 2.614 -2.663 5.448
C 3.359 -3.204 6.476
C 4.709 -3.470 6.291
C 5.309 -3.191 5.072
C 4.566 -2.649 4.042
C 1.195 -3.650 1.963
C 0.846 -4.022 0.664
C 0.602 -5.348 0.356
C 0.711 -6.321 1.337
C 1.058 -5.960 2.628
C 1.295 -4.636 2.944
P 1.679 1.511 0.988
C 1.906 0.624 -0.570
N 1.250 -0.468 -1.022
C 1.575 -0.602 -2.329
C 2.445 0.406 -2.717
N 2.645 1.176 -1.589
C 3.478 2.319 -1.404
C 3.070 0.589 -4.005
C 3.290 1.858 -4.554
C 3.896 2.000 -5.785
C 4.289 0.885 -6.512
C 4.054 -0.381 -5.992
C 3.459 -0.530 -4.758
C 0.973 -1.600 -3.222
C 1.180 -2.966 -3.061
C 0.604 -3.862 -3.944
C -0.180 -3.403 -4.987
C -0.394 -2.045 -5.149
C 0.181 -1.144 -4.274
C -0.085 1.730 1.451
N -1.066 0.851 1.217
C -2.247 1.475 1.480
C -1.984 2.773 1.897
N -0.619 2.921 1.854
C 0.158 4.105 2.048
C -2.909 3.798 2.349
C -4.058 4.081 1.606
C -4.964 5.020 2.053
C -4.748 5.687 3.251
C -3.611 5.414 3.996
C -2.695 4.480 3.549
C -3.563 0.837 1.380
C -3.880 0.021 0.295
C -5.147 -0.515 0.162
C -6.117 -0.247 1.114
C -5.801 0.532 2.214
C -4.536 1.071 2.353
H 3.193 1.509 3.170
H 4.388 0.248 3.576
H 3.027 0.567 4.672
H 1.562 -2.451 5.583
H 2.890 -3.426 7.424
H 5.297 -3.889 7.095
H 6.359 -3.404 4.929
H 5.030 -2.439 3.088
H 0.777 -3.256 -0.107
H 0.342 -5.624 -0.658
H 0.537 -7.360 1.096
H 1.149 -6.715 3.396
H 1.546 -4.364 3.957
H 4.226 2.380 -2.193
H 3.986 2.239 -0.437
H 2.876 3.234 -1.395
H 2.942 2.734 -4.027
H 4.058 2.991 -6.187
H 4.760 0.998 -7.477
H 4.349 -1.254 -6.557
H 3.294 -1.522 -4.365
H 1.797 -3.329 -2.249
H 0.759 -4.921 -3.811
H -0.633 -4.104 -5.672
H -1.018 -1.686 -5.955
H 0.009 -0.082 -4.388
H -0.499 4.973 2.080
H 0.859 4.205 1.214
H 0.734 4.054 2.978
H -4.223 3.554 0.678
H -5.843 5.238 1.463
H -5.462 6.416 3.607
H -3.444 5.924 4.935
H -1.827 4.246 4.149
H -3.128 -0.182 -0.460
H -5.369 -1.145 -0.688
H -7.111 -0.656 1.008
H -6.545 0.716 2.978
H -4.293 1.666 3.222
Se -1.754 -1.886 2.136
Se -3.555 -3.252 1.740
Te -2.795 -4.457 -0.403
Se -1.679 -2.437 -1.426
O -0.170 2.280 -1.239
C -1.017 1.504 -1.713
O -1.208 0.312 -1.296
C -1.919 1.949 -2.820
C -1.962 3.295 -3.177
C -2.835 3.727 -4.155
C -3.668 2.821 -4.791
C -3.615 1.477 -4.454
C -2.748 1.037 -3.474
H -1.308 3.986 -2.663
H -2.868 4.776 -4.420
H -4.357 3.156 -5.553
H -4.255 0.765 -4.955
H -2.699 -0.011 -3.204

HOMO level (spin up / spin down) in eV: -2.0 / -3.3
Charge: -1
⟨S²⟩: 2.01
2S+1: 3

---

Record 2
C15H20EuN2O2 as an isolated structure in a non-equilibrium geometry, computed with wB97M-V/def2-TZVPD.

Cartesian coordinates (Å):
C -0.456 2.214 2.646
C 0.880 3.199 -1.333
H -1.546 2.140 2.634
H -0.233 3.220 2.197
H 0.150 1.863 3.465
H 0.180 3.071 -2.155
H 0.499 3.999 -0.615
H 1.945 3.311 -1.534
C -2.439 0.247 1.572
C -3.481 -0.616 1.879
C -3.774 -1.595 0.937
C -2.996 -1.655 -0.214
H -2.165 0.944 2.333
H -3.992 -0.481 2.824
H -4.581 -2.294 1.117
H -3.166 -2.434 -0.954
N -1.744 0.271 0.443
C -1.960 -0.732 -0.447
C -1.035 -0.850 -1.599
N -0.051 0.058 -1.712
C 0.917 -0.147 -2.609
C -0.171 -2.094 -3.511
C 0.884 -1.186 -3.550
H 1.775 0.528 -2.531
H 1.697 -1.276 -4.280
C -1.137 -1.931 -2.510
H -1.956 -2.633 -2.406
H -0.249 -2.921 -4.218
Eu 0.405 2.052 0.586
C 3.409 1.098 -0.833
H 3.409 1.629 -1.781
H 3.267 0.013 -0.799
H 3.730 1.598 0.097
C 2.239 -1.697 2.810
C 1.683 -0.646 1.861
O 2.067 0.573 2.056
O 0.869 -0.960 0.934
H 3.215 -1.384 3.193
H 2.333 -2.675 2.332
H 1.578 -1.823 3.677

HOMO level (spin up / spin down) in eV: -7.6 / -7.0
Charge: 0
⟨S²⟩: 16.07
Energy relative to the best compared isomer or geometry (same formula, charge and spin) in eV: 4.980
2S+1: 8

---

Record 3
A 9-piece molecular cluster, H18O9 overall in a non-equilibrium geometry, computed with wB97M-V/def2-TZVPD.

Cartesian coordinates (Å):
O 0.534 -0.372 0.093
H -0.325 -0.808 0.088
H 0.358 0.498 -0.283
O 0.777 -1.148 4.555
H 1.175 -1.544 5.338
H 0.795 -1.854 3.900
O -3.415 1.927 0.237
H -3.073 2.543 -0.420
H -2.771 1.211 0.246
O 2.524 -0.839 -2.303
H 1.734 -0.309 -2.147
H 2.484 -1.523 -1.626
O 3.803 3.047 0.503
H 4.763 2.963 0.494
H 3.635 3.750 1.142
O -1.887 -3.046 0.968
H -1.795 -2.225 0.471
H -2.809 -3.294 0.843
O -1.486 -3.951 -3.235
H -2.108 -3.380 -3.701
H -0.825 -3.342 -2.887
O -0.719 4.242 1.030
H 0.125 4.507 1.413
H -1.258 5.039 1.078
O -0.051 -0.070 -1.784
H -0.947 0.172 -2.047
H 0.207 -0.744 -2.423

HOMO level in eV: -10.0
Charge: 0
Energy relative to the best compared isomer or geometry (same formula, charge and spin) in eV: 5.119

---

Record 4
A 32-piece molecular cluster, C12H75BINO34 overall in a non-equilibrium geometry, computed with wB97M-V/def2-TZVPD.

Cartesian coordinates (Å):
C 4.236 -3.694 2.001
B 4.165 -2.631 0.877
O 5.254 -2.365 0.052
C 2.862 -1.800 0.587
C 2.564 -1.371 -0.718
C 1.404 -0.640 -1.034
C 0.547 -0.358 0.018
C 0.823 -0.736 1.309
C 1.980 -1.452 1.636
C -0.304 -0.265 2.128
O -0.336 0.011 3.256
N -1.397 -0.012 1.237
C -2.575 -0.915 1.255
C -2.455 -2.020 0.218
C -1.485 -3.112 0.603
I -4.412 -2.885 0.067
C -0.754 0.316 0.042
O -1.189 1.101 -0.763
H 4.687 -3.285 2.899
H 4.825 -4.540 1.684
H 3.252 -4.047 2.271
H 5.209 -2.940 -0.723
H 3.250 -1.613 -1.511
H 1.166 -0.330 -2.033
H 2.178 -1.735 2.653
H -3.496 -0.365 1.174
H -2.595 -1.375 2.230
H -2.244 -1.666 -0.779
H -0.475 -2.863 0.302
H -1.525 -3.299 1.661
H -1.730 -4.018 0.083
O 5.763 -3.281 4.899
H 5.089 -3.563 5.529
H 6.390 -2.772 5.428
O -2.825 -3.938 3.484
H -3.667 -3.994 3.952
H -2.199 -3.585 4.125
O -5.030 -5.805 2.803
H -4.768 -6.729 2.877
H -4.514 -5.468 2.060
O 8.104 -2.545 -0.394
H 7.208 -2.560 -0.026
H 8.136 -3.296 -0.994
O 7.645 -5.393 6.212
H 8.370 -5.512 5.591
H 7.039 -4.788 5.768
O -7.122 -4.686 -0.115
H -7.847 -4.119 0.167
H -7.525 -5.322 -0.721
O -6.946 -7.156 -1.344
H -6.565 -7.179 -0.457
H -6.977 -8.076 -1.620
O -1.813 3.682 0.011
H -1.485 3.776 0.921
H -1.884 2.725 -0.126
O -0.413 2.682 4.653
H -1.353 2.862 4.532
H -0.305 1.821 4.234
O -5.212 2.643 -0.871
H -4.482 2.036 -1.027
H -4.870 3.506 -1.152
O 6.153 -1.126 -2.174
H 5.828 -0.219 -2.183
H 6.970 -1.075 -1.661
O -0.919 3.591 -2.901
H -1.069 3.673 -1.945
H -0.040 3.199 -2.964
O 1.259 2.723 0.276
H 0.409 3.173 0.238
H 1.100 1.853 -0.106
O 4.362 -1.066 -4.412
H 4.032 -0.162 -4.441
H 5.205 -0.993 -3.940
O 0.981 6.221 -3.025
H 0.580 5.345 -3.035
H 0.959 6.502 -3.950
O -5.457 0.870 1.099
H -6.351 1.006 0.772
H -5.138 1.763 1.270
O 6.791 1.557 -1.317
H 6.436 2.452 -1.343
H 7.603 1.628 -0.803
O -1.400 4.697 6.694
H -0.851 4.171 6.098
H -2.190 4.912 6.190
O -3.244 4.555 2.323
H -3.092 5.441 2.667
H -3.329 4.681 1.371
O -0.166 5.134 2.891
H 0.241 4.299 3.155
H 0.354 5.467 2.149
O -1.209 -0.674 -2.961
H -1.275 0.141 -2.443
H -1.345 -0.396 -3.873
O -1.125 -3.602 -2.505
H -0.404 -4.217 -2.665
H -0.780 -2.722 -2.708
O 6.683 -1.610 -6.263
H 5.790 -1.876 -6.017
H 6.695 -0.665 -6.087
O 3.901 1.120 -0.690
H 4.769 0.709 -0.597
H 3.593 1.241 0.214
O 1.250 0.292 -3.794
H 2.029 0.432 -3.245
H 1.421 -0.539 -4.250
O -3.837 4.465 -2.622
H -4.336 4.572 -3.438
H -2.985 4.103 -2.894
O -0.029 8.588 -5.024
H -0.866 8.353 -4.609
H 0.492 9.019 -4.338
O -6.303 -8.805 2.570
H -5.928 -9.533 3.074
H -6.901 -8.361 3.181
O -7.643 3.789 0.211
H -8.188 3.861 -0.577
H -6.828 3.365 -0.093
O 0.654 5.771 -0.295
H -0.011 5.088 -0.150
H 0.720 5.866 -1.253
O -1.632 6.249 -4.285
H -1.312 6.241 -3.378
H -1.485 5.349 -4.591

HOMO level in eV: -9.0
Charge: 0
Energy relative to the best compared isomer or geometry (same formula, charge and spin) in eV: 0.000

---

Record 5
C33H24BrN7O4V as an isolated structure, computed with wB97M-V/def2-TZVPD.

Cartesian coordinates (Å):
V -1.569 1.305 -0.906
O 1.937 1.548 -3.064
C 0.901 1.240 -2.551
N 0.504 1.569 -1.218
C 0.712 1.021 1.259
O 1.676 1.016 1.973
C -0.596 1.435 1.918
C -0.615 1.472 3.306
C -1.734 1.953 3.955
C -2.799 2.410 3.194
C -2.709 2.323 1.819
N -1.643 1.825 1.186
C -0.150 0.540 -3.372
C 0.208 -0.056 -4.570
C -0.780 -0.622 -5.353
C -2.096 -0.556 -4.917
C -2.368 0.061 -3.711
N -1.416 0.597 -2.943
H 0.262 1.138 3.841
H -1.771 1.988 5.036
H -3.687 2.824 3.651
H -3.523 2.665 1.194
H 1.251 -0.057 -4.853
H -0.533 -1.102 -6.290
H -2.903 -0.979 -5.499
H -3.381 0.125 -3.335
C 2.774 -4.850 4.308
O 2.868 -3.442 4.312
C 3.397 -2.850 3.199
C 3.483 -1.461 3.231
C 3.979 -0.767 2.146
C 4.402 -1.453 1.011
C 4.376 -2.837 1.009
C 3.853 -3.544 2.085
N 5.043 -0.774 -0.073
N 4.560 0.218 -0.641
C 3.225 0.723 -0.451
C 3.193 2.091 -0.482
C 2.162 3.096 -0.425
C 0.849 2.921 -0.774
O -0.172 3.667 -0.770
C 0.744 0.428 -0.187
N -0.448 -0.367 -0.319
C -0.322 -1.650 -0.741
C 0.863 -2.243 -1.032
C 2.071 -1.472 -0.916
C 2.072 -0.197 -0.471
H 2.326 -5.129 5.258
H 3.760 -5.318 4.225
H 2.140 -5.206 3.491
H 3.149 -0.939 4.119
H 4.034 0.311 2.167
H 4.758 -3.370 0.146
H 3.820 -4.623 2.043
H 4.195 2.507 -0.531
H 2.466 4.103 -0.171
H -1.256 -2.191 -0.861
H 0.896 -3.275 -1.347
H 3.004 -1.926 -1.222
Br -8.380 1.393 -1.130
C -6.504 1.324 -1.055
C -5.749 2.379 -1.544
C -4.374 2.280 -1.465
N -3.742 1.221 -0.941
C -4.488 0.216 -0.472
C -5.870 0.220 -0.508
H -6.214 3.254 -1.972
H -3.744 3.084 -1.833
H -3.943 -0.619 -0.048
H -6.431 -0.615 -0.118

HOMO level (spin up / spin down) in eV: -5.7 / -5.7
Charge: 0
⟨S²⟩: 3.76
Energy relative to the best compared isomer or geometry (same formula, charge and spin) in eV: 3.786
2S+1: 4

---

Record 6
C4HO3 as an isolated structure in a non-equilibrium geometry, computed with wB97M-V/def2-TZVPD.

Cartesian coordinates (Å):
C 0.276 0.605 1.281
C -0.886 1.069 0.882
C -2.072 1.597 0.854
C 2.003 -0.238 0.751
O 2.148 -0.254 -0.403
O -3.145 2.132 0.571
O 2.323 -0.766 1.819
H 0.485 0.410 2.465

HOMO level in eV: -3.4
Charge: -1
Energy relative to the best compared isomer or geometry (same formula, charge and spin) in eV: 1.017